1.
Formula: C20H18O4S
Source: the OMol25 dataset
Level of theory: ωB97M-V/def2-TZVPD

Geometry as XYZ:
```
43
Properties=species:S:1:pos:R:3:forces:R:3:mulliken_charge:R:1
S -0.067 3.984 2.070 0.267 0.004 0.048 -0.282
O 2.420 3.539 0.583 -0.085 -0.091 0.057 -0.586
O 0.952 0.021 -2.808 -0.024 -0.194 0.020 -0.592
O -1.460 -1.015 1.277 0.043 0.007 -0.189 -0.526
O -1.684 -2.908 0.091 -0.085 0.400 -0.559 -0.422
C 4.168 1.262 0.450 0.055 0.003 -0.097 -0.757
C 0.476 -3.498 1.166 -0.134 0.360 -0.095 -1.188
C 4.606 -0.762 -0.788 -0.046 -0.011 -0.059 -0.600
C -0.262 -3.018 -0.087 0.535 -0.497 0.140 0.510
C 2.918 1.353 -0.148 0.022 -0.235 -0.024 0.431
C -2.104 -1.699 0.525 0.128 -0.023 0.176 0.500
C -3.459 -1.341 -0.034 -0.327 -0.177 0.543 -0.760
C -2.161 1.572 -0.415 0.054 0.027 -0.143 0.777
C 1.994 2.473 0.196 0.095 0.165 0.011 -0.072
C 5.008 0.206 0.127 -0.040 0.075 0.041 -0.499
C 3.365 -0.671 -1.401 0.108 0.154 0.082 -0.719
C 0.543 2.196 0.021 -0.235 -0.070 -0.086 0.301
C 2.527 0.390 -1.079 -0.042 -0.002 -0.008 0.498
C 1.198 0.520 -1.732 -0.069 0.052 0.062 0.153
C -1.170 0.965 -1.180 -0.061 0.232 0.143 -0.813
C -0.453 2.823 0.778 -0.007 -0.003 0.035 0.130
C -3.596 1.150 -0.584 0.148 -0.136 0.115 -1.586
C -3.963 0.028 0.416 0.190 0.293 -0.412 -0.617
C -1.790 2.509 0.543 0.092 -0.236 -0.107 -0.355
C 0.162 1.261 -0.952 0.032 0.051 -0.005 0.485
H 0.864 -4.506 1.039 -0.036 -0.059 0.078 0.322
H -2.554 2.993 1.138 -0.007 0.033 0.011 0.500
H -0.787 3.359 3.009 -0.202 0.026 -0.057 0.149
H 3.038 -1.410 -2.120 -0.013 0.047 -0.046 0.500
H 5.260 -1.587 -1.036 0.048 -0.002 0.047 0.416
H -3.443 -1.438 -1.120 0.112 -0.038 -0.020 0.332
H -3.723 0.786 -1.605 -0.163 0.027 -0.007 0.450
H 0.143 -2.073 -0.448 -0.184 0.137 0.128 -0.354
H -5.045 0.016 0.537 -0.012 -0.102 0.043 0.382
H -0.205 -3.466 2.012 0.029 -0.101 0.066 0.345
H -4.139 -2.124 0.319 0.023 -0.040 -0.067 0.447
H -3.495 0.275 1.369 -0.212 -0.058 0.146 0.458
H 4.474 2.017 1.161 -0.027 0.043 -0.006 0.483
H -0.134 -3.740 -0.892 -0.168 0.001 -0.019 0.446
H 5.981 0.148 0.595 0.006 -0.080 -0.012 0.404
H -1.435 0.241 -1.940 0.085 0.000 -0.063 0.517
H 1.303 -2.826 1.397 0.046 -0.051 0.023 0.314
H -4.271 1.996 -0.453 0.060 0.071 0.065 0.480
```
Forces are in eV/Å.

* charge: 0
* Kohn-Sham gap: 8.04 eV
* HOMO: -8.8 eV
* LUMO energy: -0.8 eV
* E: -40058.023 eV



2.
Formula: C4H10O
Source: the OMol25 dataset
Level of theory: ωB97M-V/def2-TZVPD

Geometry as XYZ:
```
15
Properties=species:S:1:pos:R:3:forces:R:3:mulliken_charge:R:1
O 2.589 -0.807 -0.034 0.275 0.092 -0.042 -0.505
C 1.543 0.147 0.070 -0.438 0.249 0.063 -0.405
C -2.247 -0.347 0.068 0.132 -0.182 0.255 -0.628
C -1.033 -0.041 0.519 -0.304 -0.515 0.322 -0.357
C 0.244 -0.660 0.020 -0.041 -0.189 0.054 -0.472
H 1.602 0.879 -0.751 -0.074 -0.176 0.166 0.310
H 3.430 -0.340 -0.104 -0.152 -0.094 0.008 0.306
H -3.135 0.114 0.492 0.103 -0.112 -0.053 0.287
H 0.115 -1.068 -0.990 -0.046 0.011 0.188 0.223
H -2.377 -0.983 -0.806 -0.013 -0.047 0.251 0.259
H -0.926 0.707 1.309 -0.092 -0.313 0.014 0.356
H -0.602 1.821 -0.755 -0.210 0.477 -0.527 0.019
H -1.217 1.385 -0.748 0.695 1.035 -0.459 0.027
H 0.398 -1.509 0.693 0.222 -0.139 -0.119 0.293
H 1.616 0.702 1.019 -0.058 -0.097 -0.121 0.287
```
Forces are in eV/Å.

* charge: 0
* Kohn-Sham gap: 10.16 eV
* HOMO: -9.2 eV
* LUMO energy: 0.9 eV
* E: -6355.134 eV



3.
Formula: C4H7N3
Source: the OMol25 dataset
Level of theory: ωB97M-V/def2-TZVPD

Geometry as XYZ:
```
14
Properties=species:S:1:pos:R:3:forces:R:3:mulliken_charge:R:1
N -0.785 0.869 0.892 -0.202 -0.056 -0.141 -0.320
N -0.302 -1.058 -1.940 0.069 -0.094 -0.201 0.290
N -1.094 -0.625 -0.943 0.197 0.164 0.117 -0.850
C 0.948 -0.545 -1.890 -0.088 -0.003 0.011 -0.555
C 0.977 0.299 -0.806 -0.002 -0.053 -0.024 -0.339
C -0.324 0.204 -0.252 0.017 -0.022 -0.022 0.362
C -0.244 0.347 2.148 0.124 -0.055 0.197 -0.748
H -0.936 -0.339 2.649 0.041 0.054 -0.065 0.266
H 1.791 0.925 -0.468 -0.124 -0.151 -0.046 0.396
H -1.798 0.848 0.896 0.085 0.029 0.003 0.301
H 0.664 -0.215 1.930 0.027 0.053 0.077 0.303
H 0.014 1.152 2.841 -0.078 -0.021 -0.065 0.250
H -0.678 -1.713 -2.605 0.079 0.096 0.043 0.215
H 1.701 -0.808 -2.621 -0.144 0.058 0.115 0.428
```
Forces are in eV/Å.

* charge: 0
* Kohn-Sham gap: 9.53 eV
* HOMO: -8.4 eV
* LUMO energy: 1.1 eV
* E: -8731.116 eV



4.
Formula: C41H39GeN8O2Ti
Source: the OMol25 dataset
Level of theory: ωB97M-V/def2-TZVPD

Geometry as XYZ:
```
92
Properties=species:S:1:pos:R:3:forces:R:3:mulliken_charge:R:1
Ge -1.425 -1.620 1.754 -1.626 -0.910 1.965 3.749
Ti 0.111 -0.575 -0.069 0.870 -0.531 -1.479 -1.293
O 1.358 2.284 2.486 0.100 -0.195 0.173 -0.770
O -2.198 0.589 -3.151 -0.103 -0.097 -0.018 -0.781
N 2.320 1.414 -3.700 0.003 0.013 -0.041 0.129
N 1.586 -1.009 1.151 2.206 -0.232 2.027 1.294
N 3.445 2.158 -1.699 0.046 0.074 0.053 0.108
N -0.211 -1.867 -1.477 -0.373 -1.093 -1.324 2.052
N 0.012 1.048 1.052 0.277 0.605 1.124 0.977
N 3.903 -0.046 -2.594 0.058 -0.043 0.014 0.068
N -1.276 0.443 -1.021 -0.935 0.421 -0.675 2.454
N 1.740 0.407 -1.543 0.111 0.142 0.178 1.552
C 2.366 1.599 -0.900 0.109 0.170 -0.134 -0.809
C 0.227 -3.152 -1.649 0.082 -0.361 -0.094 -0.435
C -2.633 -5.283 -0.159 -0.034 -0.051 -0.022 -0.984
C 1.059 1.257 1.893 -0.515 0.669 -0.213 0.333
C 2.908 2.555 -3.000 -0.025 -0.048 0.019 -0.586
C -2.255 4.006 0.909 -0.134 0.056 -0.075 -0.822
C -2.339 -3.949 0.080 -0.064 0.058 -0.047 0.557
C -5.599 0.430 2.931 0.079 -0.006 0.095 -0.974
C -1.484 -4.523 2.240 0.109 0.114 0.099 -0.377
C -6.208 -0.117 -0.693 -0.083 0.058 0.109 -0.929
C 3.352 0.394 -3.878 -0.033 -0.009 0.018 -0.685
C -0.961 1.994 0.716 -0.499 0.509 -0.374 -0.604
C 1.914 0.032 1.985 0.184 -0.444 -0.099 -0.201
C -3.387 -0.341 3.472 0.199 -0.099 -0.024 -0.370
C -1.251 3.178 1.389 0.154 -0.217 0.018 -0.638
C -0.982 -1.350 -2.503 -0.333 -0.096 -0.323 -0.880
C -4.177 -0.555 1.203 -0.165 0.049 0.001 -0.384
C -2.703 2.488 -0.914 0.068 -0.152 -0.030 -0.480
C -1.778 -3.546 1.290 0.224 0.449 -0.239 -0.042
C -1.572 0.005 -2.274 -0.082 0.306 0.025 0.381
C -2.346 -6.244 0.800 0.005 0.065 0.008 -0.523
C 1.255 0.856 -2.880 -0.074 0.092 -0.147 -0.703
C -0.481 -1.695 3.515 0.164 0.167 -0.423 -2.310
C 0.013 -3.882 -2.786 -0.002 0.093 0.094 -0.951
C -4.977 -0.681 -1.082 0.072 -0.043 -0.058 -0.487
C -1.224 -2.042 -3.673 0.035 0.025 0.053 -0.466
C -3.165 -0.764 2.185 0.451 0.121 -0.340 0.209
C -3.998 -0.899 -0.156 -0.063 -0.047 -0.037 1.734
C -5.412 0.033 1.587 0.155 -0.061 -0.078 0.649
C 3.727 -1.178 2.980 -0.195 -0.201 -0.267 -1.140
C -4.607 0.250 3.852 -0.194 0.076 -0.020 -1.063
C 2.819 -0.585 -1.784 0.122 0.010 -0.171 -1.056
C -0.708 -3.318 -3.849 -0.050 -0.046 -0.059 -1.258
C 2.319 -2.146 1.303 -0.278 0.103 -0.211 -0.642
C 2.978 -0.019 2.865 0.079 0.011 0.102 -0.809
C -1.767 -5.860 2.001 -0.001 -0.083 -0.010 -0.805
C 3.362 -2.268 2.185 0.218 0.152 0.336 -0.743
C -2.973 3.664 -0.228 0.030 0.120 0.123 -0.875
C -1.692 1.647 -0.456 0.021 0.459 0.281 -0.457
C -6.418 0.229 0.611 -0.024 0.019 -0.057 -0.790
C 4.457 1.124 -1.905 -0.063 -0.018 -0.018 -0.666
H 3.189 0.863 3.454 -0.073 0.030 -0.018 0.603
H -4.808 -0.927 -2.123 0.042 -0.006 0.019 0.515
H 2.918 -0.467 -4.392 0.006 0.009 0.000 0.349
H 0.399 -4.890 -2.848 0.016 -0.002 0.041 0.545
H -3.047 -1.314 -0.463 -0.059 0.059 -0.016 -1.296
H -2.574 -7.285 0.610 0.015 -0.006 0.017 0.383
H 0.479 -2.203 3.421 -0.029 -0.024 -0.006 0.393
H -1.530 -6.603 2.752 -0.021 0.013 0.014 0.426
H -3.743 4.332 -0.593 -0.032 -0.046 -0.003 0.444
H 4.848 0.811 -0.934 0.017 0.004 -0.009 0.344
H 2.781 1.315 0.064 -0.011 -0.065 0.052 0.009
H -3.086 -5.574 -1.099 0.023 0.022 -0.005 0.435
H 1.598 2.360 -0.748 -0.036 -0.056 0.024 0.094
H -1.042 -4.237 3.187 0.027 -0.058 -0.001 0.301
H 0.831 0.003 -3.408 -0.010 -0.009 0.058 -0.037
H -6.537 0.896 3.210 -0.001 -0.017 0.015 0.396
H 0.752 -3.594 -0.812 0.032 0.000 -0.004 0.059
H -2.623 -0.465 4.228 0.003 0.030 -0.007 0.349
H 2.044 -2.980 0.670 -0.005 0.021 -0.045 0.152
H 2.142 3.317 -2.850 0.007 0.001 -0.021 0.344
H -0.681 3.443 2.266 0.005 0.001 0.013 0.526
H 4.157 0.800 -4.493 0.001 0.006 0.014 0.365
H 3.234 -0.903 -0.828 -0.038 0.001 0.062 0.152
H -7.359 0.668 0.924 0.001 0.010 -0.025 0.405
H -1.823 -1.554 -4.429 -0.009 0.041 0.028 0.586
H -2.559 -3.223 -0.694 0.025 -0.081 0.014 0.250
H -3.257 2.218 -1.799 0.026 -0.007 -0.032 0.544
H -4.747 0.571 4.876 -0.007 -0.012 -0.002 0.445
H 2.391 -1.449 -2.297 -0.058 0.007 0.050 0.216
H -1.086 -2.227 4.249 -0.092 0.011 -0.048 0.647
H -0.881 -3.874 -4.760 -0.005 0.015 -0.003 0.471
H 3.713 2.973 -3.608 -0.006 0.006 0.000 0.356
H 5.275 1.535 -2.499 -0.007 -0.006 -0.003 0.352
H -0.292 -0.685 3.881 -0.030 0.002 -0.011 0.516
H -2.475 4.931 1.426 0.011 -0.008 0.009 0.444
H 0.477 1.608 -2.739 0.002 -0.029 0.043 0.027
H 3.895 -3.207 2.250 -0.019 -0.006 -0.038 0.566
H 4.562 -1.246 3.663 -0.004 0.026 0.020 0.460
H -6.982 0.049 -1.432 0.007 -0.001 -0.003 0.402
```
Forces are in eV/Å.

* 2S+1: 4
* charge: 0
* Kohn-Sham gap (alpha / beta): 5.20 / 5.00 eV
* HOMO (alpha / beta): -5.6 / -7.4 eV
* LUMO energy (alpha / beta): -0.4 / -2.3 eV
* E: -138797.947 eV



5.
Formula: C24H23F34NO8S
Source: the OMol25 dataset
Level of theory: ωB97M-V/def2-TZVPD

Geometry as XYZ:
```
91
Properties=species:S:1:pos:R:3:forces:R:3:mulliken_charge:R:1
S -5.881 2.381 1.482 -1.318 -1.241 -3.409 1.295
F 7.623 0.818 1.329 0.015 0.215 0.002 -0.252
F -3.903 -3.242 -5.195 -0.297 0.008 0.167 -0.307
F 8.217 2.743 -0.483 -0.123 -0.122 0.088 -0.289
F -10.018 -1.104 -1.180 -0.105 -0.142 0.032 -0.284
F -2.352 -7.450 -5.253 0.112 0.019 0.070 -0.208
F -6.953 -3.416 -1.281 0.093 -0.331 -0.280 -0.311
F 9.179 0.990 -2.178 0.080 0.091 -0.064 -0.206
F 3.413 2.433 5.439 -0.086 0.092 -0.028 -0.210
F -3.358 -6.828 -2.599 0.056 -0.386 0.070 -0.276
F -7.814 -4.302 -3.694 0.219 -0.006 0.062 -0.247
F -9.286 -3.781 -0.452 -0.042 0.111 0.086 -0.205
F 5.245 1.719 3.853 0.131 0.119 0.035 -0.233
F -9.597 -0.523 0.867 0.119 -0.212 0.312 -0.324
F 1.537 3.809 2.791 0.416 -0.069 0.480 -0.401
F -10.939 -2.885 0.640 0.057 0.185 -0.016 -0.280
F -2.711 -4.925 -5.877 -0.117 -0.051 -0.074 -0.289
F 10.899 -0.046 -3.020 0.199 0.056 0.072 -0.256
F 1.719 1.523 4.423 -0.083 0.078 -0.204 -0.236
F 9.392 0.221 0.210 -0.130 0.089 0.150 -0.226
F -5.377 -5.285 -6.247 0.163 0.173 0.000 -0.286
F 6.936 4.812 4.015 0.133 -0.148 -0.292 -0.305
F -9.354 -2.998 -2.877 0.080 0.028 0.026 -0.214
F -2.156 -8.986 -3.723 0.010 0.057 0.212 -0.258
F 5.415 4.127 5.406 0.076 -0.122 0.022 -0.285
F 3.336 2.637 2.540 -0.376 -0.352 0.019 -0.287
F 11.624 0.964 -0.609 0.099 -0.261 -0.245 -0.281
F -6.611 2.006 2.789 1.053 0.650 0.444 -0.171
F -4.682 -6.648 -4.702 -0.018 0.167 -0.076 -0.229
F 8.558 3.366 1.571 0.117 -0.153 0.270 -0.287
F 7.186 2.185 4.718 0.001 0.229 0.030 -0.294
F -5.878 -2.451 -2.889 0.001 -0.162 -0.312 -0.323
F -2.187 4.307 0.318 -0.518 0.026 -0.505 -0.393
F 12.516 2.093 -2.216 -0.016 -0.075 -0.302 -0.296
F -1.316 -7.012 -1.922 0.191 -0.253 -0.058 -0.305
O -5.246 1.226 0.956 1.875 -0.333 1.875 -0.529
O -1.783 -5.445 -3.379 -0.324 -0.445 -0.508 -0.429
O -4.905 3.645 1.659 -0.538 -1.284 0.844 -0.139
O 10.839 2.993 -1.134 -0.502 -0.576 -0.071 -0.414
O 3.407 4.577 3.637 0.147 -0.583 0.443 -0.432
O -4.373 3.231 3.811 -2.499 -1.553 4.193 -0.449
O -7.392 -1.290 -1.813 -0.540 -0.515 -0.084 -0.425
O -6.862 2.819 0.597 -1.817 1.912 -0.330 -0.590
N -2.772 3.976 2.497 -0.594 -1.017 -1.278 -0.293
C 2.320 2.702 4.707 -0.219 -0.189 0.495 0.257
C -4.057 3.561 2.759 2.807 1.809 -2.134 0.409
C -2.847 -4.521 -3.561 0.135 0.537 0.470 -0.820
C -3.576 -4.535 -4.916 0.744 -0.216 -0.071 0.861
C -0.482 1.548 1.896 0.407 0.457 -0.006 -1.145
C -2.078 -6.739 -3.002 -0.234 0.901 0.470 0.810
C -7.780 -1.141 -0.450 0.438 0.204 0.181 -0.559
C 2.685 3.428 3.409 0.641 0.750 -0.731 0.786
C 10.440 3.063 0.226 0.414 0.550 0.275 -0.884
C 9.030 2.555 0.577 0.166 0.274 -0.792 0.975
C -1.738 -7.754 -4.095 0.205 -0.392 -0.377 0.194
C -2.191 3.353 1.315 1.671 1.228 0.048 0.772
C -8.096 -3.021 -3.346 -0.354 -0.057 -0.507 0.174
C -7.091 -2.542 -2.296 0.329 0.654 0.873 0.868
C 5.829 4.026 4.124 -0.597 0.260 0.439 0.899
C -9.257 -1.410 -0.109 0.151 0.354 -0.728 0.899
C -4.871 -5.344 -4.990 -0.668 -0.060 -0.162 0.502
C -9.604 -2.804 0.421 -0.346 -0.286 0.425 0.094
C 10.423 1.168 -2.667 -0.301 -0.201 -0.477 0.197
C 6.269 2.597 3.806 0.476 -0.489 -0.104 0.614
C 8.928 1.120 1.096 -0.204 -0.401 0.389 0.097
C -0.723 3.038 1.601 -0.293 -1.308 0.175 -0.576
C 11.343 1.803 -1.622 0.377 0.570 0.744 0.776
C 4.761 4.640 3.203 0.043 0.572 -0.459 -0.896
H -0.661 -7.781 -4.272 0.022 0.074 0.138 0.241
H -2.237 3.765 3.324 0.201 0.275 0.206 0.251
H -0.079 3.358 0.788 -0.272 0.056 -0.296 0.334
H 9.477 1.007 2.035 0.014 0.098 -0.015 0.338
H 0.567 1.406 2.144 0.070 -0.041 -0.008 0.295
H -2.756 2.486 0.980 -0.110 0.022 -0.198 0.097
H 4.867 4.299 2.174 0.045 -0.251 0.091 0.366
H -1.038 1.224 2.776 -0.223 -0.188 -0.157 0.293
H -8.054 -2.393 -4.238 0.192 0.047 0.045 0.270
H -5.621 -4.940 -4.306 0.106 0.068 0.052 -0.083
H -0.679 0.925 1.026 -0.297 -0.104 0.075 0.372
H -2.362 -3.548 -3.500 0.055 -0.005 -0.180 0.441
H 10.428 4.131 0.440 -0.171 0.023 -0.069 0.440
H 10.358 1.799 -3.555 0.122 0.081 0.052 0.244
H 4.976 5.707 3.175 0.021 0.009 0.192 0.446
H -0.381 3.580 2.464 -0.327 0.434 0.180 0.292
H 6.731 2.543 2.819 -0.084 0.128 -0.030 -0.180
H -7.611 -0.093 -0.249 -0.152 0.334 -0.043 0.231
H -7.101 -1.666 0.222 -0.148 -0.250 -0.039 0.348
H -3.546 -4.546 -2.724 -0.157 -0.176 -0.137 0.429
H 11.198 2.647 0.888 -0.126 -0.241 -0.005 0.355
H -9.091 -2.996 1.368 0.060 0.086 -0.030 0.281
H 1.642 3.312 5.310 -0.029 0.087 -0.128 0.252
```
Forces are in eV/Å.

* charge: 0
* Kohn-Sham gap: 11.73 eV
* HOMO: -11.6 eV
* LUMO energy: 0.1 eV
* E: -146359.568 eV